The following is a DFT calculation (ωB97M-V/def2-TZVPD) of a 7-piece molecular cluster, C20H36Cl12FN4O4 overall.

Last columns: bonded neighbours and bond lengths (Å).
Cartesian coordinates (Å):
1 C 4.660 2.361 -2.983  C2 1.379, H24 1.113, H25 1.104
2 C 3.312 2.578 -2.788  C1 1.379, C3 1.561, H26 1.110
3 C 2.656 2.848 -1.398  C2 1.561, N4 1.525, H27 1.100, H28 1.104
4 N 1.575 1.784 -1.240  C3 1.525, C5 1.365, H29 1.026
5 C 1.316 1.637 0.093  N4 1.365, N6 1.419, N11 1.312
6 N 1.444 2.803 0.891  C5 1.419, C7 1.478, H30 1.019
7 C 0.118 3.382 1.189  N6 1.478, C8 1.607, H31 1.105, H32 1.107
8 C 0.277 4.982 1.205  C7 1.607, C9 1.587, O10 1.416, H33 1.115
9 C 1.204 5.509 2.380  C8 1.587, O10 1.548, H34 1.100, H35 1.100
10 O -0.338 5.627 2.305  C8 1.416, C9 1.548
11 N 0.959 0.510 0.662  C5 1.312, C12 1.508, C18 1.445
12 C 0.756 -0.762 -0.122  N11 1.508, C13 1.574, H36 1.103, H37 1.112
13 C -0.415 -0.664 -1.168  C12 1.574, C14 1.561, H38 1.108, H39 1.105
14 C -1.726 -1.406 -0.760  C13 1.561, C15 1.559, H40 1.109, H41 1.108
15 C -2.507 -0.614 0.332  C14 1.559, O16 1.412, H42 1.119, H43 1.114
16 O -3.840 -0.315 -0.026  C15 1.412, C17 1.438
17 C -4.428 0.357 1.101  O16 1.438, H44 1.102, H45 1.110, H46 1.115
18 C 0.745 0.412 2.088  N11 1.445, O19 1.178, N20 1.425
19 O 1.663 0.545 2.813  C18 1.178
20 N -0.539 0.121 2.634  C18 1.425, C21 1.434, H47 1.027
21 C -0.532 0.164 4.067  N20 1.434, O22 1.153, F23 1.330
22 O -0.182 -0.689 4.758  C21 1.153
23 F -0.987 1.308 4.571  C21 1.330
24 H 4.987 1.346 -3.302  C1 1.113
25 H 5.454 3.123 -2.905  C1 1.104
26 H 2.654 2.523 -3.680  C2 1.110
27 H 2.252 3.866 -1.287  C3 1.100
28 H 3.440 2.607 -0.659  C3 1.104
29 H 1.993 0.944 -1.656  N4 1.026
30 H 1.981 2.597 1.732  N6 1.019
31 H -0.304 3.113 2.174  C7 1.105
32 H -0.600 3.270 0.353  C7 1.107
33 H 0.341 5.510 0.225  C8 1.115
34 H 1.283 6.594 2.544  C9 1.100
35 H 1.289 4.842 3.250  C9 1.100
36 H 0.598 -1.622 0.550  C12 1.103
37 H 1.691 -0.868 -0.716  C12 1.112
38 H -0.647 0.387 -1.432  C13 1.108
39 H -0.042 -1.128 -2.099  C13 1.105
40 H -1.527 -2.457 -0.469  C14 1.109
41 H -2.345 -1.440 -1.679  C14 1.108
42 H -1.951 0.341 0.511  C15 1.119
43 H -2.466 -1.193 1.284  C15 1.114
44 H -5.394 0.760 0.757  C17 1.102
45 H -4.551 -0.313 1.976  C17 1.110
46 H -3.774 1.196 1.437  C17 1.115
47 H -0.734 -0.861 2.407  N20 1.027
48 C -2.466 -3.181 5.474  Cl49 1.764, Cl50 1.771, H51 1.085, H52 1.084
49 Cl -2.662 -3.821 7.106  C48 1.764
50 Cl -4.018 -2.686 4.781  C48 1.771
51 H -1.808 -2.320 5.512  C48 1.085
52 H -2.032 -3.950 4.845  C48 1.084
53 C -6.235 -2.447 -0.760  Cl54 1.767, Cl55 1.768, H56 1.086, H57 1.084
54 Cl -7.004 -3.192 0.646  C53 1.767
55 Cl -5.114 -3.563 -1.551  C53 1.768
56 H -7.004 -2.161 -1.471  C53 1.086
57 H -5.682 -1.572 -0.436  C53 1.084
58 C 1.787 -3.375 4.729  Cl59 1.768, Cl60 1.768, H61 1.083, H62 1.085
59 Cl 0.630 -4.674 4.413  C58 1.768
60 Cl 3.275 -3.597 3.800  C58 1.768
61 H 1.334 -2.431 4.447  C58 1.083
62 H 2.029 -3.367 5.787  C58 1.085
63 C -2.973 -0.417 -4.960  Cl64 1.772, Cl65 1.767, H66 1.085, H67 1.086
64 Cl -2.262 0.965 -4.110  C63 1.772
65 Cl -3.739 -1.541 -3.832  C63 1.767
66 H -3.720 -0.053 -5.658  C63 1.085
67 H -2.187 -0.939 -5.497  C63 1.086
68 C 5.772 -2.014 -3.120  Cl69 1.775, Cl70 1.765, H71 1.085, H72 1.085
69 Cl 4.449 -1.011 -2.494  C68 1.775
70 Cl 6.304 -1.453 -4.706  C68 1.765
71 H 6.608 -1.963 -2.430  C68 1.085
72 H 5.425 -3.039 -3.206  C68 1.085
73 C 2.596 -1.635 -5.462  Cl74 1.762, Cl75 1.773, H76 1.086, H77 1.086
74 Cl 1.728 -1.741 -6.992  C73 1.762
75 Cl 1.722 -0.625 -4.296  C73 1.773
76 H 2.705 -2.633 -5.048  C73 1.086
77 H 3.574 -1.198 -5.639  C73 1.086

Results
HOMO, eV: -11.147
HOMO-LUMO gap, eV: 7.383
Lowest unoccupied orbital energy, eV: -3.76
Total charge: +1
Electronic energy, a.u.: -6925.3275